(1)
Below is C11H13N as an isolated structure, with properties calculated with the ωB97M-V functional and the def2-TZVPD basis.

Structure (XYZ):
```
25
Properties=species:S:1:pos:R:3:nbo_charge:R:1
C -2.5444 -2.2465 2.6176 -0.27
C -1.1621 -2.2858 2.3035 -0.22
C -3.2962 -1.4937 1.7629 -0.19
C -0.6361 -1.5455 1.2431 -0.19
C -2.7945 -0.8781 0.5878 -0.25
C -1.3881 -0.7309 0.3210 -0.18
C 2.1679 0.6322 -0.7955 0.41
C -0.7977 -0.3401 -0.8820 0.10
C -1.4830 0.6829 -1.6806 -0.72
C 3.6743 2.4492 -1.5916 -0.58
C 3.5384 1.1400 -0.7387 -0.51
N 1.0632 0.2632 -0.8395 -0.27
H -3.0548 -2.6665 3.4568 0.21
H -0.3687 -2.7031 2.8988 0.21
H -4.3606 -1.2574 2.1224 0.21
H 0.5368 -1.3766 1.2479 0.19
H -3.4715 -0.3237 0.0004 0.20
H -2.1708 1.4407 -1.1452 0.18
H -2.0365 0.0277 -2.4472 0.25
H -0.8108 1.3389 -2.2037 0.23
H 3.0931 3.2183 -1.1833 0.22
H 3.6042 2.4275 -2.6185 0.23
H 4.7173 2.6821 -1.4835 0.22
H 3.7839 1.1404 0.3392 0.27
H 4.1967 0.4050 -1.2923 0.26
```

Summary:
- Charge: 0
- HOMO (alpha / beta): -6.21 / -6.21 eV
- Calculated total energy: -481.49394 a.u.
- Maximum force: 4.22 eV Å⁻¹
- Energy relative to the best compared isomer or geometry (same formula, charge and spin): 581.5 kJ/mol



(2)
Below is an isolated ion of composition C11H13N2S and charge +1, with properties calculated with the ωB97M-V functional and the def2-TZVPD basis.

Structure (XYZ):
```
27
Properties=species:S:1:pos:R:3:nbo_charge:R:1
C 3.1463 1.0631 0.7396 -0.19
C 2.0879 1.3361 1.5827 -0.15
C 2.8631 0.3693 -0.4694 -0.17
C 0.7542 0.9419 1.2731 -0.26
C 1.6373 -0.0999 -0.7959 -0.25
C 0.5936 0.1721 0.2003 0.14
C -1.9421 0.1520 0.5505 0.32
C -2.0784 -1.9667 1.1378 -0.24
C -0.7371 -1.7554 0.2917 -0.25
C -1.0979 -0.0417 -1.5382 -0.22
C -1.3734 1.4115 -1.6120 -0.55
N -2.6019 -0.6336 1.2413 -0.35
N -0.7605 -0.3553 -0.1307 -0.34
S -2.3015 1.8949 -0.1050 0.30
H 4.1678 1.4324 0.9598 0.25
H 2.2253 1.9028 2.4648 0.23
H 3.6869 0.2125 -1.1425 0.24
H -0.0515 1.0227 2.1063 0.26
H 1.4408 -0.6744 -1.7110 0.24
H -2.7524 -2.4406 0.5793 0.22
H -1.8891 -2.4458 2.1120 0.24
H 0.2108 -1.8762 1.0382 0.27
H -0.7047 -2.3333 -0.6990 0.25
H -1.9662 -0.6668 -1.7739 0.23
H -0.3107 -0.2956 -2.2957 0.26
H -0.4304 1.8969 -1.4413 0.24
H -1.8162 1.7772 -2.5629 0.28
```

Summary:
- Charge: +1
- HOMO: -13.07 eV
- Calculated total energy: -934.33271 a.u.
- SMILES: c1ccc([N@@+]23CCN=C2SCC3)cc1
- Maximum force: 4.58 eV Å⁻¹
- Energy relative to the best compared isomer or geometry (same formula, charge and spin): 195.8 kJ/mol



(3)
Below is C11H13N3O5PV as an isolated structure, with properties calculated with the ωB97M-V functional and the def2-TZVPD basis.

Structure (XYZ):
```
34
Properties=species:S:1:pos:R:3:lowdin_spin:R:1
O 3.0826 -1.8928 -3.5248 0.00
C 2.3134 -1.5082 -2.7608 0.00
V 2.5744 1.3404 1.3426 0.04
C 1.3912 2.0094 2.6231 0.00
O 0.6402 2.4089 3.4332 0.00
C 4.3524 2.0925 2.2114 0.00
O 5.4494 2.3571 2.4669 0.00
C 2.2285 2.5936 -0.0910 -0.01
O 1.8185 3.2430 -0.9832 -0.01
C 2.7050 -0.4906 1.8757 0.00
O 2.6312 -1.6393 2.1566 0.00
H 1.8094 0.3974 0.0585 -0.01
C -2.7062 0.5124 -0.7837 0.01
N -1.7450 0.0133 -1.8115 0.16
C -1.7231 -1.4815 -1.7718 0.02
N -1.4224 -2.0371 -0.4182 0.12
C -2.3909 -1.4634 0.5696 0.02
N -2.4309 0.0126 0.5898 0.49
C -1.1996 0.6007 1.1517 0.05
P 0.2180 0.1112 0.1104 0.03
C -0.3942 0.5783 -1.5730 0.02
C -0.0267 -1.7233 -0.0056 0.01
H -3.7179 0.1739 -1.0569 0.00
H -2.6610 1.6097 -0.7830 0.00
H -0.9641 -1.8441 -2.4798 0.01
H -2.7200 -1.8461 -2.0733 0.00
H -2.1131 -1.8284 1.5656 0.00
H -3.3985 -1.8167 0.3043 0.00
H -1.2588 1.6916 1.1703 0.00
H -1.0322 0.2423 2.1690 0.01
H 0.3047 0.2413 -2.3477 0.01
H -0.4562 1.6737 -1.6155 0.00
H 0.1518 -2.1589 0.9891 0.00
H 0.6899 -2.1728 -0.7080 0.01
```

Summary:
- 2S+1: 2
- Charge: +3
- HOMO (alpha / beta): -20.46 / -20.02 eV
- Calculated total energy: -2251.45683 a.u.
- ⟨S²⟩: 0.795
- Maximum force: 9.53 eV Å⁻¹



(4)
Below is one molecule with the formula C11H13NOS, with properties calculated with the ωB97M-V functional and the def2-TZVPD basis.

Structure (XYZ):
```
27
Properties=species:S:1:pos:R:3:nbo_charge:R:1
C 3.3609 0.4893 1.3241 -0.19
C 3.3441 -0.3870 2.3931 -0.25
C 2.6156 0.5403 0.1811 -0.16
C 3.0299 -1.6938 2.3181 -0.15
C 0.2418 0.0437 -0.3963 0.03
C 2.6328 -2.3749 1.1118 -0.34
C 1.5060 -0.4429 0.0613 -0.20
C 1.9125 -1.6954 0.2402 0.09
C -2.0889 1.1250 -1.5874 -0.63
C -2.8248 -0.2531 0.2375 -0.60
C -2.0863 -0.2472 -1.0679 -0.05
N -0.7480 -0.8037 -0.7499 -0.50
O -1.3784 -2.8179 -2.3104 -0.92
S -0.5234 -2.5175 -1.1191 1.05
H 4.1402 1.2291 1.4497 0.21
H 3.7170 0.0744 3.3026 0.22
H 2.7659 1.2141 -0.6468 0.21
H 3.0762 -2.4143 3.1403 0.21
H 0.0333 1.0503 -0.2698 0.20
H 2.7487 -3.4757 0.9624 0.23
H -1.9350 1.6545 -0.7335 0.19
H -1.4736 1.6230 -2.3291 0.23
H -3.0966 1.2160 -1.8928 0.23
H -3.8215 0.0381 0.1336 0.21
H -2.3196 0.2539 0.9594 0.20
H -2.9640 -1.2676 0.4899 0.22
H -2.6832 -0.9712 -1.7635 0.25
```

Summary:
- Charge: 0
- HOMO (alpha / beta): -7.63 / -6.91 eV
- Calculated total energy: -954.92290 a.u.
- Maximum force: 3.75 eV Å⁻¹
- Energy relative to the best compared isomer or geometry (same formula, charge and spin): 600.5 kJ/mol



(5)
Below is one molecule with the formula C11H13NOS2, with properties calculated with the ωB97M-V functional and the def2-TZVPD basis.

Structure (XYZ):
```
28
Properties=species:S:1:pos:R:3:nbo_charge:R:1
C -1.3871 3.4691 1.4786 -0.25
C -0.4992 2.5119 0.8699 -0.24
C -1.9616 4.2765 0.5792 -0.38
C -0.4743 2.6166 -0.4693 -0.24
C 1.0352 -1.8331 -0.1420 -0.13
C 1.6100 -2.2128 0.9727 -0.10
C 1.2140 -0.3953 -0.4293 0.71
C -1.1138 -0.1713 -0.8618 -0.16
C 0.2009 -2.8226 -0.9454 -0.63
C 1.5546 -3.6442 1.4823 -0.64
C 0.3435 1.7319 -1.3417 -0.29
N 0.0783 0.3872 -0.9137 -0.48
O 2.2673 0.1467 -0.4125 -0.55
S -1.3774 3.9262 -1.0324 0.44
S -2.4234 0.6680 -1.3518 0.14
H -1.6815 3.6400 2.4510 0.22
H 0.0236 1.7563 1.3834 0.22
H -2.5634 5.1226 0.6613 0.23
H 2.1327 -1.4667 1.5906 0.21
H -0.8186 -2.4119 -1.0856 0.26
H 0.1245 -3.6931 -0.4163 0.20
H 0.6900 -3.0229 -1.9074 0.21
H 1.3883 -3.6064 2.5699 0.22
H 2.4532 -4.1466 1.3049 0.22
H 0.8755 -4.2121 0.9802 0.21
H -0.0174 1.8955 -2.2549 0.21
H 1.4868 1.8623 -1.2512 0.27
H -3.1607 -0.3719 -1.5087 0.11
```

Summary:
- Charge: 0
- HOMO: -7.99 eV
- Calculated total energy: -1353.19426 a.u.
- Maximum force: 4.39 eV Å⁻¹
- Energy relative to the best compared isomer or geometry (same formula, charge and spin): 138.0 kJ/mol



(6)
Below is an isolated ion of composition C11H13NP and charge +1, with properties calculated with the ωB97M-V functional and the def2-TZVPD basis.

Structure (XYZ):
```
26
Properties=species:S:1:pos:R:3:nbo_charge:R:1
C 1.7467 2.1362 0.9473 -0.34
C 2.3919 -2.4720 -0.0870 -0.56
C 0.8740 2.3378 -0.0543 0.00
C -1.5886 -2.5169 0.2814 -0.29
C 2.6173 1.0069 0.8421 0.21
C -0.3866 -2.0515 0.2353 0.24
C 0.7865 1.3348 -1.1534 -0.49
C -2.4627 -1.2684 0.3584 -0.40
C -1.5219 -0.1055 -0.0470 -0.39
C -0.0867 -0.5924 0.3047 -0.35
C 1.0654 -0.0689 -0.6145 -0.05
N 2.3726 -0.0033 0.0762 -0.51
P 3.6352 -1.3769 -0.1052 0.83
H 1.8993 2.8413 1.7467 0.26
H 2.4491 -3.5436 -0.1137 0.20
H 0.2899 3.2416 -0.1254 0.24
H -1.9703 -3.5160 0.2865 0.26
H 3.5632 1.0093 1.3721 0.23
H -0.1759 1.3816 -1.6564 0.26
H 1.5400 1.5998 -1.9070 0.26
H -3.3209 -1.3544 -0.3050 0.23
H -2.8160 -1.1620 1.3862 0.23
H -1.6047 0.0199 -1.1255 0.21
H -1.7807 0.8267 0.4475 0.23
H 0.1584 -0.3289 1.3404 0.23
H 1.1912 -0.7807 -1.4334 0.26
```

Summary:
- Charge: +1
- HOMO (alpha / beta): -12.16 / -13.04 eV
- Calculated total energy: -822.59568 a.u.
- Maximum force: 2.76 eV Å⁻¹
- Energy relative to the best compared isomer or geometry (same formula, charge and spin): 383.1 kJ/mol



(7)
Below is a 2-piece molecular cluster, C11H13NS overall, with properties calculated with the ωB97M-V functional and the def2-TZVPD basis.

Structure (XYZ):
```
26
Properties=species:S:1:pos:R:3:nbo_charge:R:1
C -0.6691 -1.9287 -0.4783 0.24
C 3.4619 0.2734 -0.5680 -0.23
C 3.5874 0.3374 0.7932 -0.42
C 2.1036 0.1549 -1.0026 -0.16
C 1.3729 -0.0810 0.1114 -0.13
C -1.2591 -0.8133 1.8840 -0.42
C -0.8199 -0.8872 0.4539 0.00
C -1.8435 0.1054 0.7787 -0.08
C 1.5994 0.1882 -2.4825 -0.64
C -1.5204 1.6226 0.8437 -0.60
C -3.2271 -0.3263 0.2718 -0.62
N -0.6699 -2.8329 -1.2004 -0.31
S 2.1280 0.0406 1.6407 0.43
H 4.1547 0.2635 -1.3482 0.22
H 4.4926 0.3166 1.2570 0.22
H -1.6492 -1.6643 2.2299 0.22
H -0.5145 -0.3677 2.6220 0.23
H 1.0835 1.1513 -2.6214 0.23
H 2.4282 0.4691 -3.2245 0.22
H 1.1599 -0.7780 -2.7584 0.25
H -2.1409 2.0886 1.6072 0.22
H -1.7772 2.1344 -0.1635 0.22
H -0.4810 1.9577 1.0671 0.24
H -4.1592 0.0103 0.8873 0.23
H -3.2881 -1.5016 0.1435 0.23
H -3.5530 0.0670 -0.7438 0.23
```

Summary:
- Charge: 0
- HOMO: -8.77 eV
- Calculated total energy: -879.68275 a.u.
- Maximum force: 5.21 eV Å⁻¹
- Energy relative to the best compared isomer or geometry (same formula, charge and spin): 488.4 kJ/mol



(8)
Below is a 2-piece molecular cluster, C11H13NS overall, with properties calculated with the ωB97M-V functional and the def2-TZVPD basis.

Structure (XYZ):
```
26
Properties=species:S:1:pos:R:3:nbo_charge:R:1
C 0.7591 -1.3454 1.4719 0.26
C -2.5038 -0.0074 1.0644 -0.24
C -2.9595 -1.1916 0.6154 -0.40
C -2.0785 0.8402 0.0262 -0.09
C -2.4027 0.2908 -1.1799 -0.42
C 0.3075 -1.5853 -0.8895 -0.26
C 1.0309 -0.9891 0.0640 -0.18
C 2.0764 0.0165 -0.1917 -0.01
C -1.2797 2.0139 0.2280 -0.63
C 2.0349 0.9247 -1.1783 -0.38
C 3.4725 -0.2003 0.5760 -0.64
N 0.2791 -1.6957 2.4587 -0.31
S -3.0454 -1.2796 -1.1301 0.41
H -2.4509 0.2949 2.0661 0.23
H -3.6235 -1.8594 1.1675 0.24
H -0.5906 -2.0920 -0.8030 0.22
H 0.7327 -1.5272 -1.8571 0.20
H -1.7895 2.8682 0.7243 0.22
H -0.3853 1.7720 0.7179 0.23
H -0.8534 2.4149 -0.7254 0.22
H 1.1515 0.9289 -1.7973 0.21
H -2.3383 0.7902 -2.2450 0.24
H 2.9724 1.5567 -1.3557 0.22
H 4.0032 -1.0604 0.1695 0.22
H 3.2748 -0.5582 1.5715 0.22
H 4.2060 0.6797 0.4318 0.22
```

Summary:
- Charge: 0
- HOMO: -8.72 eV
- Calculated total energy: -879.78340 a.u.
- SMILES: C=C(C)C(=C)C#N.Cc1ccsc1
- Maximum force: 3.73 eV Å⁻¹
- Energy relative to the best compared isomer or geometry (same formula, charge and spin): 224.2 kJ/mol



(9)
Below is a 2-piece molecular cluster, C11H13O2S overall, with properties calculated with the ωB97M-V functional and the def2-TZVPD basis.

Structure (XYZ):
```
27
Properties=species:S:1:pos:R:3:nbo_charge:R:1
C -1.5654 0.0314 2.2111 -0.42
C -0.4958 1.1329 2.1620 -0.53
C 0.6145 0.0241 2.0740 0.62
O 1.7985 0.0428 2.2918 -0.61
C -0.5009 -1.0781 2.1443 -0.53
H -2.1142 0.0221 3.1607 0.18
H -2.2575 0.0406 1.3690 0.21
H -0.5331 1.8196 1.3041 0.23
H -0.4108 1.6844 3.1049 0.20
H -0.4167 -1.6610 3.0642 0.19
H -0.5552 -1.7280 1.2574 0.25
C 4.2182 -5.7458 -1.7853 -0.25
O 4.6239 -4.3784 -1.5957 -0.52
C 3.6592 -3.4138 -1.5102 0.23
C 4.0940 -2.0728 -1.2711 -0.26
C 3.1738 -1.0929 -0.9769 -0.22
C 1.7893 -1.3934 -0.9057 -0.19
S 0.6828 -0.2582 -0.3986 -0.39
C 1.3545 -2.6901 -1.3080 -0.26
C 2.2698 -3.6884 -1.5960 -0.28
H 5.1479 -6.3310 -1.8165 0.18
H 3.5988 -6.0944 -0.9392 0.18
H 3.6826 -5.8665 -2.7445 0.17
H 5.1508 -1.8636 -1.3004 0.20
H 3.4855 -0.0809 -0.7679 0.22
H 0.2810 -2.8850 -1.3713 0.21
H 1.9227 -4.6851 -1.8701 0.19
```

Summary:
- Charge: -1
- HOMO: -2.53 eV
- Calculated total energy: -975.59999 a.u.
- Maximum force: 3.06 eV Å⁻¹
- Energy relative to the best compared isomer or geometry (same formula, charge and spin): 47.0 kJ/mol